14
Properties=species:S:1:pos:R:3:mulliken_charge:R:1 method="wB97M-V/def2-TZVPD" fmax_ev_per_a=3.6 total_charge=-1 relative_energy_ev=1.515 homo_lumo_gap_ev="2.8 / 8.1" spin_multiplicity=2
C 0.125 -0.815 1.255 -0.935
C 0.055 1.716 -1.206 -2.998
H -0.280 -0.269 2.027 0.465
H 0.755 -0.832 -0.721 0.781
H -1.553 0.126 -1.309 0.601
N -0.002 -0.405 -0.039 0.467
H 0.990 -2.582 0.622 0.344
H -0.099 1.851 -2.221 0.830
H 0.780 -2.488 2.426 0.333
C -0.808 0.584 -0.595 -1.781
H -1.615 1.039 0.086 0.418
C 0.695 -2.007 1.431 -0.882
H 1.055 1.376 -1.087 0.704
H -0.096 2.706 -0.670 0.652